Entry 1:
10
Properties=species:S:1:pos:R:3:forces:R:3 method="wB97M-V/def2-TZVPD" energy_ha=-893.8355 orbital_gap_ev="6.98 / 7.11" largest_force_ev_per_a=6.34 lumo_energy_ev="0.92 / -2.32" multiplicity=3
C -0.673478 -0.529472 -0.778466 1.1 -5.3 3.4
C 0.393448 -1.289353 -1.380789 -2.3 0.1 -3.8
O -1.402661 0.299369 -1.006751 -3.3 4.5 -2.3
P -0.353923 1.606129 1.600817 -0.4 -0.1 0.8
S 0.427054 -0.225329 1.672512 0.3 0.2 0.9
H 0.017042 -2.272102 -1.764763 0.4 0.8 0.7
H 1.206050 -1.306313 -0.779739 2.5 -0.5 1.8
H 0.551237 -0.651508 -2.240052 1.1 -0.1 -1.0
H 0.719953 2.435933 1.790864 0.9 0.6 -0.3
H -0.884722 1.932645 2.886367 -0.2 -0.4 -0.3

=====

Entry 2:
12
Properties=species:S:1:pos:R:3:forces:R:3 method="wB97M-V/def2-TZVPD" energy_ha=-1690.3375 orbital_gap_ev="7.31 / 7.31" largest_force_ev_per_a=3.80 lumo_energy_ev="-1.71 / -1.71"
C 0.303823 -0.968915 -0.683993 1.4 -1.9 -1.0
C 0.308455 0.426546 -1.197703 -0.4 0.2 0.8
O 0.272019 -1.070445 0.700965 -0.7 1.9 3.2
P 0.514228 0.325969 1.528891 -1.9 -0.7 -0.5
S 1.175073 0.126658 3.319481 -0.3 0.4 -1.1
S 1.419816 1.303442 -0.129869 0.0 0.8 1.5
S -2.254982 1.127180 1.345084 2.4 -1.0 -0.6
H -0.511450 -1.581322 -1.001272 -0.6 -0.2 -0.8
H 1.242097 -1.486056 -0.793555 0.5 -0.2 -1.6
H 0.582135 0.717525 -2.177109 0.7 -0.7 -1.3
H -0.693951 0.757592 -1.143111 -1.1 1.0 0.5
H -2.357264 0.321827 0.232192 0.0 0.5 0.8

=====

Entry 3:
9
Properties=species:S:1:pos:R:3:forces:R:3 method="wB97M-V/def2-TZVPD" charge=-1 energy_ha=-552.6251 orbital_gap_ev=7.56 largest_force_ev_per_a=3.03 lumo_energy_ev=4.26
S 1.748896 0.077618 -1.441738 0.6 0.1 -0.4
H 2.712580 0.939774 -1.019669 -0.6 -0.2 0.1
C -2.168583 0.204511 1.813733 -0.8 -1.4 -2.2
C -0.967949 -0.037386 1.245348 0.2 2.8 1.2
O -0.775889 -0.510761 0.048938 -1.3 -1.7 -0.9
H -2.431873 1.007906 2.475862 0.5 -0.3 0.8
H -2.975245 -0.217195 1.196007 -0.2 0.4 0.4
H -0.170954 0.427829 1.823052 0.9 -0.2 -0.5
H 0.013758 -0.353549 -0.570928 0.6 0.6 1.6

=====

Entry 4:
9
Properties=species:S:1:pos:R:3:forces:R:3 method="wB97M-V/def2-TZVPD" energy_ha=-818.4206 orbital_gap_ev="5.78 / 6.35" largest_force_ev_per_a=9.26 lumo_energy_ev="0.63 / -2.69" multiplicity=3
C -2.364509 1.095197 -0.362682 -2.1 -3.9 -8.1
C -2.204624 1.600007 0.741915 2.3 3.9 8.1
P 1.951109 -1.098614 -0.086974 -1.8 0.4 -1.7
S 1.331201 -1.833051 1.580342 0.6 -0.4 0.3
H -2.404635 0.667294 -1.347329 0.3 0.3 0.4
H 1.313153 -1.566733 -1.284605 0.3 -0.4 0.5
H -2.188164 2.016070 1.733878 -0.5 -0.3 -0.4
H 1.325886 0.151166 -0.281730 0.9 0.4 0.1
H 3.240583 -1.031335 -0.692814 -0.1 0.1 0.8

=====

Entry 5:
8
Properties=species:S:1:pos:R:3:forces:R:3 method="wB97M-V/def2-TZVPD" charge=-1 energy_ha=-477.3756 orbital_gap_ev=6.25 largest_force_ev_per_a=2.82 lumo_energy_ev=3.87
S -0.755926 0.358999 2.272829 0.9 -0.9 -0.8
H 0.051851 -0.538802 1.538243 -0.8 0.9 0.8
C 0.420459 0.256405 -2.320005 0.1 -1.5 0.4
C 1.091499 -0.905477 -2.412516 -1.0 2.6 -0.3
H 0.206809 0.658949 -1.326760 -0.1 0.2 -0.4
H -0.024018 0.663184 -3.227510 0.1 0.3 0.3
H 1.504495 -1.372161 -1.573737 0.5 -0.7 1.1
H 1.283927 -1.260730 -3.380360 0.3 -0.9 -1.1

=====

Entry 6:
8
Properties=species:S:1:pos:R:3:forces:R:3 method="wB97M-V/def2-TZVPD" charge=-1 energy_ha=-477.3639 orbital_gap_ev=6.94 largest_force_ev_per_a=2.42 lumo_energy_ev=4.43
S -2.528244 0.574715 0.310014 0.1 0.5 -0.9
H -2.712283 -0.031631 1.451214 -0.2 -0.5 1.0
C 0.795086 -0.759870 -0.505233 -0.7 2.2 0.3
C 1.032148 0.489888 -0.032056 -1.9 -1.5 0.4
H -0.203770 -1.166005 -0.205048 0.9 0.0 -1.1
H 1.441244 -1.007890 -1.354493 0.0 -1.2 0.7
H 0.155147 1.028494 0.427035 1.3 -0.6 0.1
H 2.020672 0.872302 -0.091430 0.6 0.9 -0.5

=====

Entry 7:
8
Properties=species:S:1:pos:R:3:forces:R:3 method="wB97M-V/def2-TZVPD" charge=-1 energy_ha=-477.3575 orbital_gap_ev=6.77 largest_force_ev_per_a=3.30 lumo_energy_ev=4.30
S -1.787434 0.358235 0.106691 -0.1 -0.2 0.1
H -2.774633 -0.421710 0.604147 0.2 0.1 -0.1
C 1.703855 -0.975453 -0.072899 -1.5 2.0 -2.1
C 2.231554 0.266355 -0.162760 0.8 -1.7 1.0
H 0.684358 -0.941384 0.342956 0.6 -0.7 1.2
H 1.740226 -1.611575 -0.957499 0.4 -0.2 0.2
H 2.145640 0.850831 0.746262 -0.4 0.7 -0.5
H 2.912340 0.585315 -0.947360 0.2 -0.1 0.2

=====

Entry 8:
8
Properties=species:S:1:pos:R:3:forces:R:3 method="wB97M-V/def2-TZVPD" charge=-1 energy_ha=-477.3801 orbital_gap_ev=6.48 largest_force_ev_per_a=1.17 lumo_energy_ev=3.98
S -3.313776 0.015090 -0.072116 0.6 0.2 -1.0
H -2.599353 0.263748 -1.246208 -0.6 -0.2 1.0
C 0.380807 0.096404 0.490896 0.3 0.1 0.2
C 1.541173 -0.237576 -0.056283 0.5 0.1 -0.4
H 0.422708 0.790186 1.330654 -0.3 -0.4 0.1
H -0.601151 -0.249496 0.178572 0.0 0.3 -0.2
H 1.681360 -0.735154 -1.016817 -0.4 -0.4 0.3
H 2.488234 0.056796 0.391302 -0.1 0.3 0.0

=====

Entry 9:
12
Properties=species:S:1:pos:R:3:forces:R:3 method="wB97M-V/def2-TZVPD" charge=+1 energy_ha=-596.4714 orbital_gap_ev=1.83 largest_force_ev_per_a=1.16 lumo_energy_ev=-12.13
Al -4.261290 0.003025 -1.598092 -0.1 0.1 0.0
F -7.360110 0.724485 0.932987 0.3 0.0 -0.2
F -1.524570 1.520205 -4.000603 -0.1 -0.2 0.4
C 2.190460 -0.716885 0.672377 0.4 0.1 1.0
C 0.948370 0.109195 0.803437 -0.7 0.0 -0.9
O 0.124490 -0.004295 -0.359922 -0.1 -0.2 1.0
H 1.878950 -1.760425 0.626647 0.5 -0.1 -0.5
H 2.708460 -0.560595 1.618607 0.2 -0.2 0.1
H 2.868110 -0.307385 -0.076752 -0.1 -0.6 -0.4
H 1.294610 1.142145 0.768178 0.0 0.7 0.6
H 0.382510 -0.139425 1.701268 -0.2 0.3 -0.3
H 0.750010 -0.010045 -1.088133 0.1 0.0 -0.7

=====

Entry 10:
10
Properties=species:S:1:pos:R:3:forces:R:3 method="wB97M-V/def2-TZVPD" charge=+3 energy_ha=-395.8349 orbital_gap_ev=4.18 largest_force_ev_per_a=4.82 lumo_energy_ev=-22.59
Al 2.133133 0.831152 1.678755 -0.3 0.2 0.0
C -0.965160 -0.404434 -0.518907 1.9 -1.0 0.9
C 0.514342 -0.210554 -0.141238 -2.8 -2.5 -3.0
O 0.583363 0.836286 0.783643 1.8 1.2 2.5
H -1.072820 -1.189336 -1.267531 0.2 0.3 -1.0
H -1.378086 0.551091 -0.842278 -0.8 0.7 -0.9
H -1.613390 -0.710852 0.302072 -0.1 0.2 0.9
H 1.075270 -0.007645 -1.053541 0.3 0.0 -0.3
H 0.914407 -1.093338 0.357495 0.9 -1.0 0.5
H -0.191059 1.397630 0.701530 -1.2 1.8 0.2

=====

Entry 11:
11
Properties=species:S:1:pos:R:3:forces:R:3 method="wB97M-V/def2-TZVPD" charge=+2 energy_ha=-255.0157 orbital_gap_ev=10.00 largest_force_ev_per_a=4.21 lumo_energy_ev=-8.87
C -1.501611 0.384851 0.158938 -0.2 0.1 -0.1
C -0.256635 -0.186263 -0.463633 -0.6 -0.3 -0.3
O 0.866590 0.158859 0.430795 -1.7 -0.5 3.4
H -2.318632 0.231201 -0.557880 0.1 0.1 0.2
H -1.760523 -0.134612 1.090300 0.1 0.1 -0.2
H -1.397608 1.460846 0.344013 -0.1 -0.2 0.0
H -0.005239 0.272288 -1.424741 0.0 -0.1 0.1
H -0.277581 -1.278918 -0.538413 0.1 0.3 0.0
H 0.848695 -0.503972 1.353857 -0.7 2.5 -2.1
Ba 3.904771 0.410474 -0.771913 -0.6 -0.5 0.5
O 1.897772 -0.814755 0.378673 3.7 -1.4 -1.5

=====

Entry 12:
11
Properties=species:S:1:pos:R:3:forces:R:3 method="wB97M-V/def2-TZVPD" charge=+1 energy_ha=-3455.1016 orbital_gap_ev=11.03 largest_force_ev_per_a=4.67 lumo_energy_ev=-4.45
C 0.319753 0.048043 -1.584304 -1.6 -3.3 -1.4
C 0.519615 0.338194 1.634822 -1.4 -1.3 -1.8
P -0.541124 -0.299874 -0.040744 1.6 3.5 2.7
Cl -1.047928 -2.173626 0.171336 0.2 -0.2 0.0
Br -2.316145 0.906665 0.036918 -0.1 -0.2 -0.2
H -0.294563 0.694017 -2.211677 0.1 0.3 0.3
H 0.115218 -1.018007 -2.039502 0.8 1.8 0.2
H 1.378772 0.252008 -1.662250 0.1 0.1 0.6
H -0.187306 0.035008 2.429968 1.0 -1.0 -0.2
H 0.579622 1.413053 1.904321 0.2 -0.3 -1.5
H 1.474082 -0.195476 1.361113 -0.9 0.6 1.4

=====

Entry 13:
12
Properties=species:S:1:pos:R:3:forces:R:3 method="wB97M-V/def2-TZVPD" energy_ha=-3145.5134 orbital_gap_ev="8.47 / 8.48" largest_force_ev_per_a=4.74 lumo_energy_ev="-1.24 / -1.23"
C -0.429466 -1.871530 -0.539395 0.3 -0.4 0.5
C 0.371714 1.591828 0.914301 -2.4 2.8 -0.8
O -2.811101 -0.167864 0.173894 4.2 1.9 -0.8
O 0.250544 -0.614198 -0.541540 -0.5 1.0 0.3
P -0.690593 0.659891 -0.285507 -2.2 -1.2 0.9
Br -0.399748 1.828091 -2.121724 -0.4 0.0 0.1
H -0.676413 -2.130543 -1.532131 -0.1 -0.4 -1.2
H -1.357064 -1.775269 0.001046 -0.2 -0.2 0.4
H 0.281484 -2.566694 -0.119056 -0.1 -0.3 0.2
H 1.001263 2.389103 0.442238 -1.0 -0.6 0.2
H -0.245923 1.984760 1.760883 0.4 0.0 -0.9
H 1.016282 0.937014 1.329656 2.1 -2.6 1.3

=====

Entry 14:
11
Properties=species:S:1:pos:R:3:forces:R:3 method="wB97M-V/def2-TZVPD" charge=-1 energy_ha=-3127.2504 orbital_gap_ev=6.73 largest_force_ev_per_a=6.54 lumo_energy_ev=3.05
Br 0.317636 -4.250727 1.850000 0.0 0.2 0.0
C -0.672364 -0.553727 0.473000 4.0 -2.1 4.7
S 0.625636 -0.244727 -0.775000 -2.9 -0.2 -2.4
O -0.141364 -0.456727 -2.129000 1.7 0.3 2.3
C 0.647636 1.549273 -0.569000 1.0 -0.6 2.1
H -0.610364 -1.597727 1.016000 0.1 1.2 -2.0
H -1.621364 -0.307727 0.278000 -3.5 0.8 -2.0
H -0.526364 -0.008727 1.460000 0.6 0.2 -1.2
H 1.047636 1.725273 0.465000 -0.9 0.2 -0.8
H -0.256364 1.977273 -0.860000 -2.5 0.2 0.7
H 1.189636 2.168273 -1.209000 2.3 0.0 -1.5

=====

Entry 15:
10
Properties=species:S:1:pos:R:3:forces:R:3 method="wB97M-V/def2-TZVPD" energy_ha=-2995.1329 orbital_gap_ev=9.63 largest_force_ev_per_a=4.04 lumo_energy_ev=0.64 smiles=CP(C)Br
C -0.060862 -1.473173 -0.135693 1.7 -0.5 1.8
P 0.627678 -0.116824 0.969786 -1.7 1.7 -2.2
C -0.533638 1.654331 0.211731 3.3 -2.3 -0.5
Br 2.453698 0.195547 -0.280746 0.3 0.1 0.1
H 0.544417 -2.353277 0.071582 0.3 -0.2 0.9
H 0.013130 -1.595111 -1.157931 0.3 1.4 -2.6
H -1.020832 -1.804321 0.072257 -2.1 -0.2 1.0
H -0.892409 2.097013 1.101214 -0.3 0.8 0.6
H -1.262049 1.144970 -0.360524 -1.0 -0.3 -0.4
H 0.130871 2.250848 -0.491675 -0.8 -0.7 1.4

=====

Entry 16:
10
Properties=species:S:1:pos:R:3:forces:R:3 method="wB97M-V/def2-TZVPD" energy_ha=-1000.1409 orbital_gap_ev=10.23 largest_force_ev_per_a=3.96 lumo_energy_ev=0.86
C -1.087333 -0.541666 -0.487892 0.0 0.1 -0.1
C -0.513133 0.462477 0.492427 -0.3 0.0 0.2
H -1.654598 -0.035357 -1.275378 0.1 -0.1 0.1
H -0.293300 -1.129553 -0.954146 -0.1 0.0 0.0
H -1.760866 -1.225659 0.040617 0.1 0.1 -0.1
H 0.064151 -0.027442 1.278507 0.0 0.1 -0.1
H -1.296439 1.063173 0.959428 0.1 -0.1 -0.1
H 3.523464 -0.202276 0.444165 0.2 -0.6 -0.2
Cl 0.597062 1.610413 -0.320706 -3.2 2.3 -0.4
Cl 2.420991 0.025894 -0.177022 3.1 -1.8 0.6

=====

Entry 17:
13
Properties=species:S:1:pos:R:3:forces:R:3 method="wB97M-V/def2-TZVPD" charge=+1 energy_ha=-1856.2225 orbital_gap_ev=8.70 largest_force_ev_per_a=4.17 lumo_energy_ev=-5.60
C 0.297337 -1.960555 -0.298919 1.3 2.4 1.4
C -0.239566 -0.454746 1.537630 -3.9 1.3 -0.9
N 0.413110 -0.850476 0.331568 0.1 -1.3 -1.9
P 1.631338 0.405694 -0.124616 0.9 0.5 0.0
Cl 0.403585 1.320348 -1.417739 -0.2 0.3 -0.1
Cl 2.750114 -0.698233 -1.368934 0.5 0.0 -0.2
Cl -1.850280 4.413271 -1.507836 3.1 1.6 0.4
H -0.491997 -2.592403 -0.219164 -2.5 -1.7 0.8
H 1.159224 -2.274666 -0.789094 0.9 -0.4 -1.7
H -2.895233 3.852433 -1.646562 -3.1 -1.6 -0.4
H -0.148619 0.637175 1.651630 -0.1 -0.5 0.3
H -1.325777 -0.791630 1.654701 1.4 0.5 -0.6
H 0.296764 -1.006212 2.197336 1.5 -1.0 2.9

=====

Entry 18:
11
Properties=species:S:1:pos:R:3:forces:R:3 method="wB97M-V/def2-TZVPD" energy_ha=-669.9580 orbital_gap_ev=10.60 largest_force_ev_per_a=5.25 lumo_energy_ev=0.80 smiles=C[C@@](N)(O)Cl
C -0.730514 -0.408566 -1.047046 2.7 -1.5 -0.1
C 0.240495 -0.280995 0.130148 0.2 3.5 2.9
N 0.036656 1.221444 0.855443 0.6 -5.2 -0.4
O 0.167359 -1.264225 1.105668 -0.5 0.2 -0.7
Cl 2.060441 -0.198184 -0.427485 -1.0 -0.3 -0.1
H -0.316561 -1.315054 -1.637678 -1.5 1.1 0.9
H -1.746838 -0.409548 -0.652069 0.1 -0.4 -0.4
H -0.491304 0.439795 -1.678787 -0.4 0.2 -0.1
H 1.012051 1.420485 1.099811 -0.9 1.1 -0.7
H -0.532621 1.751009 0.224696 0.7 0.9 -0.2
H 0.300835 -0.956160 2.027299 0.0 0.4 -1.1

=====

Entry 19:
11
Properties=species:S:1:pos:R:3:forces:R:3 method="wB97M-V/def2-TZVPD" energy_ha=-956.4684 orbital_gap_ev=7.72 largest_force_ev_per_a=7.19 lumo_energy_ev=-0.78 smiles=CP(C)OCl
C -0.394592 -1.487894 -0.123766 0.8 -2.1 0.4
P -0.596914 0.045974 0.846136 4.5 0.3 2.2
C 1.299604 1.110392 0.198745 -1.0 -7.1 0.4
O -1.566336 0.601933 -0.240774 -3.4 2.9 -2.8
Cl -2.449201 2.097462 0.111368 1.0 -1.4 -0.1
H -1.272498 -1.768343 -0.695837 -0.2 0.5 -0.2
H -0.221054 -2.420058 0.464660 -0.3 0.9 0.5
H 0.479369 -1.578347 -0.755190 0.2 0.8 -0.6
H 2.156535 0.434172 0.642491 -1.6 1.6 -0.7
H 1.343289 2.088187 0.413065 0.1 3.4 1.0
H 1.221797 0.876522 -0.860899 0.1 0.3 -0.1

=====

Entry 20:
10
Properties=species:S:1:pos:R:3:forces:R:3 method="wB97M-V/def2-TZVPD" charge=+1 energy_ha=-174.9746 orbital_gap_ev=11.20 largest_force_ev_per_a=0.45 lumo_energy_ev=-3.59
Cs 17.123646 -13.698293 14.889019 -0.2 0.0 0.0
C 20.325804 -13.923388 13.348796 0.2 -0.3 -0.1
C 19.480473 -12.959691 12.536036 0.2 0.1 -0.1
O 18.195334 -13.510669 12.173667 0.3 0.1 0.3
H 21.321312 -13.506768 13.509324 -0.1 0.1 0.0
H 20.475460 -14.857344 12.804297 -0.1 0.0 0.0
H 19.936623 -14.183200 14.340052 0.0 0.1 -0.1
H 20.028387 -12.695462 11.632556 0.0 0.0 0.0
H 19.326712 -12.014251 13.068115 -0.2 -0.1 0.0
H 18.209161 -13.683995 11.229157 -0.2 -0.1 0.0

=====

The following ΔE to the lowest compared entry with this formula, charge and spin values (in kJ/mol) correspond, in order, to the records above: 87.1, 141.3, 84.8, 472.4, 83.3, 114.2, 130.9, 71.6, 1103.9, 219.3, 90.0, 38.1, 507.8, 81.7, 138.1, 84.7, 172.1, 103.7, 441.3, 13.1.